Below is a cluster of 2 separate species, C16H27ClNO2P in total, with properties calculated with wB97M-V/def2-TZVPD.

Positions of all 48 atoms, in Å:
C: 5.8061 -0.5965 -1.9847
C: 5.7024 0.8956 -1.7599
C: 6.9390 1.5852 -1.2478
C: 4.5910 1.5895 -2.0059
C: 3.2207 1.0207 -2.2427
C: 2.3324 1.1686 -0.9814
C: 1.1046 2.0590 -1.1765
C: 0.4494 2.3608 0.1706
C: 0.0871 1.5482 -2.2276
C: 0.0706 0.0467 -2.5269
P: -0.5943 -1.0170 -1.1428
Cl: -1.4454 -2.2503 0.6025
H: 5.7168 -0.8163 -3.0497
H: 5.0424 -1.1730 -1.4614
H: 6.7727 -0.9714 -1.6518
H: 6.9328 2.6492 -1.4824
H: 6.9894 1.4764 -0.1614
H: 7.8539 1.1514 -1.6541
H: 4.6588 2.6753 -2.0259
H: 3.2985 -0.0254 -2.5386
H: 2.7437 1.5604 -3.0654
H: 2.9394 1.6317 -0.2002
H: 2.0526 0.1887 -0.5853
H: 1.4946 3.0090 -1.5567
H: -0.4869 2.9048 0.0400
H: 0.2182 1.4452 0.7232
H: 1.1050 2.9648 0.7975
H: 0.2331 2.0930 -3.1614
H: -0.9187 1.8182 -1.8884
H: 1.0457 -0.3189 -2.8535
H: -0.6115 -0.1179 -3.3668
H: -1.3442 0.0123 -0.5714
H: -1.2766 -1.9154 -1.9546
H: 0.6299 -1.4492 -0.6430
C: -4.9102 -0.5760 2.6955
C: -6.2130 -0.3061 3.0938
C: -6.9839 -1.3015 3.6728
C: -6.4182 -2.5524 3.8389
C: -5.1247 -2.8468 3.4489
C: -4.3661 -1.8415 2.8693
N: -7.2303 -3.6162 4.4652
O: -8.3709 -3.3426 4.7815
O: -6.7102 -4.7011 4.6276
H: -4.3110 0.2048 2.2451
H: -6.6327 0.6813 2.9556
H: -7.9995 -1.1235 3.9918
H: -4.7301 -3.8405 3.5978
H: -3.3523 -2.0411 2.5505

## Properties
- M: 331.8 g/mol
- SMILES: CC(C)=CCC[C@H](C)CC[PH3]Cl.O=[N+]([O-])c1ccccc1
- Spin multiplicity: 1
- Energy relative to the best compared isomer or geometry (same formula, charge and spin): 212.7 kJ/mol

Here are the natural (NBO) charges for atoms 1 to 2, given in e: C -0.661; C 0.033

Below is a structure of composition C54H40ClCsF6N3OP3S at a distorted geometry, with properties calculated with wB97M-V/def2-TZVPD.

Positions of all 110 atoms, in Å:
Cs: -0.8832 -0.3656 -0.4111
C: -5.7228 -0.2710 -0.8054
C: -4.3582 -0.1640 -1.1405
N: -3.5284 -1.1737 -1.1283
C: -3.9861 -2.4154 -0.8078
C: -5.3508 -2.6371 -0.5030
C: -6.2033 -1.5060 -0.4865
C: -5.8275 -3.9457 -0.2683
C: -4.9374 -4.9841 -0.3829
C: -3.5868 -4.7930 -0.6729
C: -3.0211 -3.5193 -0.8375
N: -1.7052 -3.2554 -0.9475
C: -0.9103 -4.0731 -1.6859
C: -1.3204 -4.7482 -2.8340
C: -0.4371 -5.4626 -3.6480
C: 0.8950 -5.5642 -3.3582
C: 1.3724 -4.9264 -2.1897
C: 2.7345 -4.9864 -1.8179
C: 3.1591 -4.3834 -0.6740
C: 2.2000 -3.7038 0.1044
N: 0.9364 -3.6013 -0.2079
C: 0.4961 -4.1980 -1.3502
H: -6.3566 0.6063 -0.8111
H: -3.9475 0.7984 -1.4381
H: -7.2485 -1.6481 -0.2318
H: -6.8719 -4.1109 -0.0358
H: -5.2874 -6.0001 -0.2293
H: -2.9295 -5.6514 -0.7287
H: -2.3567 -4.6636 -3.1349
H: -0.8299 -5.9251 -4.5472
H: 1.5802 -6.0980 -4.0039
H: 3.4274 -5.5175 -2.4617
H: 4.1951 -4.4074 -0.3617
H: 2.5255 -3.2185 1.0222
O: 2.2101 2.5309 3.1653
S: 1.1479 2.3048 2.1385
C: -0.2071 1.5068 3.0047
C: -1.1978 2.2742 3.6153
C: -2.1910 1.6734 4.3605
C: -2.2067 0.2907 4.4862
C: -1.2275 -0.4636 3.8739
C: -0.1899 0.1143 3.1309
P: 0.8859 -1.2232 2.3894
C: 2.4013 -0.4922 1.6285
C: 3.5384 -0.1305 2.3464
C: 4.6875 0.2713 1.6790
C: 4.7143 0.3173 0.2931
C: 3.5921 -0.0454 -0.4389
C: 2.4536 -0.4544 0.2314
C: 1.5454 -1.9348 3.9369
C: 1.7757 -3.3086 3.9307
C: 2.3086 -3.9388 5.0475
C: 2.6009 -3.2033 6.1851
C: 2.3596 -1.8348 6.2062
C: 1.8358 -1.2055 5.0890
C: 0.4407 3.9310 1.8081
C: 0.5929 4.8965 2.7903
C: 0.0895 6.1733 2.5835
C: -0.5490 6.4762 1.3936
C: -0.6557 5.5200 0.3914
C: -0.1424 4.2423 0.5786
P: -0.2122 3.0177 -0.7748
C: 1.5086 3.0035 -1.3702
C: 2.5826 3.4599 -0.6003
C: 3.8602 3.4684 -1.1324
C: 4.0831 3.0044 -2.4210
C: 3.0267 2.5277 -3.1794
C: 1.7419 2.5195 -2.6560
C: -1.1223 3.7162 -2.1739
C: -0.4983 4.7187 -2.9249
C: -1.1533 5.2943 -3.9995
C: -2.4212 4.8561 -4.3538
C: -3.0317 3.8455 -3.6302
C: -2.3889 3.2803 -2.5386
H: -1.2195 3.3446 3.4805
H: -2.9644 2.2778 4.8159
H: -2.9905 -0.2027 5.0458
H: -1.2683 -1.5442 3.9637
H: 3.5340 -0.1526 3.4267
H: 5.5637 0.5561 2.2478
H: 5.6153 0.6339 -0.2186
H: 3.5913 -0.0271 -1.5204
H: 1.6002 -0.7722 -0.3475
H: 1.5253 -3.8898 3.0503
H: 2.4821 -5.0071 5.0289
H: 3.0098 -3.6941 7.0592
H: 2.5821 -1.2566 7.0940
H: 1.6540 -0.1371 5.1092
H: 1.1099 4.6228 3.7014
H: 0.1944 6.9284 3.3521
H: -0.9551 7.4660 1.2283
H: -1.1387 5.7720 -0.5429
H: 2.4409 3.8518 0.3955
H: 4.6813 3.8343 -0.5292
H: 5.0875 3.0067 -2.8266
H: 3.1832 2.1345 -4.1737
H: 0.9355 2.1454 -3.2674
H: 0.4997 5.0480 -2.6675
H: -0.6653 6.0748 -4.5691
H: -2.9264 5.2939 -5.2053
H: -4.0097 3.4800 -3.9136
H: -2.8688 2.4961 -1.9774
Cl: -2.2237 2.2256 0.4581
F: 0.2045 -0.1455 -2.5559
P: 0.1957 -0.7479 -4.1546
F: 0.9105 -2.0713 -3.6013
F: 0.2040 -1.2872 -5.6517
F: -1.2491 -1.3507 -3.8434
F: -0.4858 0.6632 -4.6040
F: 1.6570 -0.0564 -4.3620

## Properties
- M: 1154.3 g/mol
- ⟨S²⟩: 0.7568
- Spin multiplicity: 2
- Energy relative to the best compared isomer or geometry (same formula, charge and spin): 237.9 kJ/mol
- Charge: -1

Here are the Mulliken charges for atoms 1 to 2, given in e: Cs 2.987; C -0.701

Below is an isolated molecule of C5H6O2, with properties calculated with wB97M-V/def2-TZVPD.

Positions of all 13 atoms, in Å:
O: -1.4249 2.1872 -0.0400
C: -1.3518 1.0394 -0.4220
C: -0.1356 0.2139 -0.2762
C: 1.1435 0.0420 1.6785
C: 1.0715 0.7074 0.3545
C: -0.1581 -1.2223 -0.5875
O: 0.8924 -1.9230 -0.3148
H: -2.2048 0.5376 -0.9200
H: 0.5895 -0.9137 1.6815
H: -1.0864 -1.4880 0.0302
H: 1.9114 0.0685 -0.0302
H: 1.3174 1.7698 0.3627
H: -0.6502 -1.3549 -1.5905

## Properties
- M: 98.1 g/mol
- Spin multiplicity: 1
- Energy relative to the best compared isomer or geometry (same formula, charge and spin): 760.8 kJ/mol

Here are the natural (NBO) charges for atoms 1 to 2, given in e: O -0.467; C 0.338

Below is an isolated molecule of C4H5N3 at a distorted geometry, with properties calculated with wB97M-V/def2-TZVPD.

Positions of all 12 atoms, in Å:
C: 0.5332 1.3098 1.0465
N: 0.5325 0.1300 0.2089
C: -0.5874 -0.5309 -0.3747
C: -0.5967 -0.3193 -1.8518
N: -0.3965 -0.0352 -2.9544
C: -0.5512 -1.9823 -0.0773
N: -0.4956 -3.1116 0.1583
H: -0.3655 1.9254 0.9242
H: 1.3730 1.9452 0.7523
H: 0.6373 1.0813 2.1185
H: 1.4179 -0.2843 -0.0225
H: -1.5011 -0.1282 0.0721

## Properties
- M: 95.1 g/mol
- SMILES: CNC(C#N)C#N
- Spin multiplicity: 1
- Energy relative to the best compared isomer or geometry (same formula, charge and spin): 213.5 kJ/mol

Here are the natural (NBO) charges for atoms 1 to 2, given in e: C -0.404; N -0.616

Below is a cluster of 2 separate species, C4H9NO in total at a distorted geometry, with properties calculated with wB97M-V/def2-TZVPD.

Positions of all 15 atoms, in Å:
C: 0.8808 1.9726 -1.6774
C: 0.7828 0.6364 -1.1035
C: 0.4338 0.4338 0.2429
N: 0.3037 -0.7914 0.7830
C: 1.1973 -1.6933 0.6949
H: 0.1713 2.7151 -1.3195
H: 1.8647 2.4433 -1.5332
H: 0.7385 1.9442 -2.7606
H: 0.8010 -0.1892 -1.7792
H: 0.6107 1.2639 0.9188
H: 2.0751 -1.6284 0.0535
H: 1.0610 -2.6575 1.1667
H: -1.8771 -0.8517 0.9175
H: -3.1484 -0.9792 1.7503
O: -2.8139 -0.6294 0.9158

## Properties
- M: 87.1 g/mol
- ⟨S²⟩: 0.7575
- Spin multiplicity: 2
- Energy relative to the best compared isomer or geometry (same formula, charge and spin): 203.4 kJ/mol
- Charge: +1

Here are the natural (NBO) charges for atoms 1 to 2, given in e: C -0.733; C 0.094